Formula: C23H46B2INO6
Source: the Open Molecules 2025 dataset
Level of theory: ωB97M-V with the def2-TZVPD basis set

Properties
SMILES: CCOCCOC[C@@]1(B(O)CC)C[C@@](CC(=O)I)(B(O)N(C)C)O[C@]1(CC(C)C)[C@H](C)CC
Energy, a.u.: -1757.65821
Gap between HOMO and LUMO, eV: 9.462
Charge: 0

Last column: Mulliken charge in e.
Positions of all 79 atoms, in Å:
C  -3.828  0.881  4.515  -0.5884
C  -4.635  -0.411  4.607  -0.4296
O  -4.024  -1.480  3.908  -0.3834
C  -4.260  -1.446  2.512  -0.4369
C  -3.135  -2.165  1.784  -0.7096
O  -2.399  -1.205  1.051  0.3807
C  -1.287  -1.747  0.358  -2.5693
C  -0.080  -0.799  0.384  1.2968
B  0.137  -0.365  1.917  0.5836
O  -0.220  -1.355  2.806  -0.5341
C  0.760  0.948  2.549  -0.6791
C  -0.298  1.798  3.300  -1.3210
C  1.183  -1.682  0.078  -2.6500
C  2.237  -0.672  -0.413  0.1523
C  3.274  -0.336  0.694  -0.4100
C  4.515  -1.200  0.692  -0.1895
O  5.564  -0.887  0.288  -0.4327
I  4.289  -3.162  1.589  -0.0498
B  3.028  -1.192  -1.729  0.7691
O  3.134  -2.574  -1.877  -0.7628
N  3.605  -0.333  -2.702  0.3819
C  4.616  -0.951  -3.565  -1.1878
C  4.031  1.011  -2.305  -0.9262
O  1.507  0.537  -0.700  -0.1816
C  0.094  0.264  -0.756  2.3409
C  -0.265  -0.379  -2.124  -2.3211
C  0.484  0.053  -3.403  1.9768
C  0.881  1.526  -3.506  -1.5663
C  -0.383  -0.317  -4.617  -1.7009
C  -0.675  1.629  -0.666  1.0736
C  0.150  2.816  -0.148  -1.7853
C  -2.026  1.583  0.068  0.3758
C  -3.194  1.007  -0.735  -1.6064
H  -3.492  1.067  3.493  -0.0564
H  -2.950  0.828  5.162  0.1955
H  -4.433  1.732  4.841  0.4344
H  -5.665  -0.258  4.254  0.3045
H  -4.704  -0.733  5.649  0.3439
H  -4.281  -0.412  2.148  0.2105
H  -5.236  -1.896  2.290  0.3090
H  -2.486  -2.642  2.528  0.3477
H  -3.531  -2.938  1.111  0.3367
H  -1.592  -2.005  -0.664  0.4776
H  -0.986  -2.681  0.847  0.5573
H  0.099  -1.177  3.697  0.2762
H  1.318  1.553  1.837  0.2513
H  1.497  0.625  3.301  0.6692
H  -0.002  2.850  3.315  0.3454
H  -0.383  1.483  4.343  0.3710
H  -1.288  1.745  2.846  0.1508
H  0.962  -2.443  -0.672  0.2731
H  1.514  -2.180  0.988  0.6031
H  2.849  -0.387  1.697  0.4476
H  3.629  0.686  0.536  0.3998
H  2.901  -2.876  -2.761  0.3398
H  4.166  -1.692  -4.229  0.3597
H  5.067  -0.176  -4.190  0.4000
H  5.415  -1.423  -2.984  0.2693
H  5.052  0.999  -1.905  0.3739
H  3.356  1.425  -1.562  0.1102
H  4.016  1.682  -3.171  0.3346
H  -0.155  -1.466  -2.056  0.6520
H  -1.332  -0.213  -2.295  0.7011
H  1.399  -0.544  -3.499  -0.4795
H  1.409  1.687  -4.452  0.4866
H  1.542  1.843  -2.698  -0.0959
H  0.002  2.177  -3.528  0.4385
H  0.028  0.120  -5.532  0.4247
H  -1.405  0.055  -4.499  0.3634
H  -0.426  -1.400  -4.765  0.3713
H  -0.924  1.894  -1.695  0.2765
H  -0.360  3.737  -0.450  0.6158
H  1.151  2.843  -0.575  0.0305
H  0.213  2.841  0.940  0.2115
H  -1.950  1.072  1.029  -0.9388
H  -2.285  2.625  0.294  0.5632
H  -3.339  1.579  -1.658  0.4108
H  -3.042  -0.037  -1.009  0.1565
H  -4.118  1.040  -0.152  0.4660